Entry 1:
This record from OMol25 describes a molecular structure, C28H27Br51N2O5 in a non-equilibrium geometry. The level of theory is the ωB97M-V functional and the def2-TZVPD basis.

The geometry in XYZ format:
```
113
Properties=species:S:1:pos:R:3:forces:R:3:mulliken_charge:R:1
Br 5.5286 7.2865 4.5503 0.365 -0.301 -0.032 -0.01
Br 6.5078 4.3222 3.7509 0.117 0.438 0.155 -0.05
Br -3.7927 -11.4556 6.3559 -0.232 0.098 -0.449 -0.01
Br 8.5057 6.8270 3.4058 -0.421 -0.200 0.220 -0.05
Br -6.0599 -3.8560 5.0772 -0.142 0.073 -0.207 -0.03
Br 2.6090 11.8614 -8.9050 -0.194 0.262 0.384 0.00
Br 4.1428 7.0471 -8.5165 -0.389 -0.013 0.173 -0.03
Br 1.6025 8.4935 -7.1602 0.208 -0.428 -0.113 0.03
Br -0.3544 0.0201 9.3909 -0.457 0.061 0.299 0.08
Br -6.5838 -11.1914 4.7672 0.493 -0.004 -0.014 -0.02
Br 0.9572 4.1588 7.6747 0.276 -0.367 -0.061 0.03
Br -2.8946 1.4666 10.7471 0.234 -0.423 -0.140 -0.03
Br 2.2747 5.4220 -6.4540 0.996 1.723 -1.079 0.05
Br -2.4022 -2.4774 3.7137 1.782 -0.814 0.028 -0.12
Br -3.6800 -10.5188 -1.2093 0.524 -0.011 -0.007 0.00
Br 4.8072 -7.4811 -2.3744 0.102 0.479 0.116 0.00
Br -1.6498 -2.3815 6.8456 0.058 -0.010 -0.568 -0.03
Br -2.3264 -8.0061 4.1207 -0.200 0.179 0.337 0.01
Br 0.6333 -1.8933 4.6244 -0.393 0.044 0.126 -0.08
Br 3.8280 -4.5168 -1.5750 0.330 -0.293 -0.107 0.01
Br 6.8051 -4.9763 -2.7195 -0.403 -0.181 0.216 -0.01
Br -2.2502 -5.4318 -6.2256 0.260 -0.140 0.406 -0.07
Br -4.9895 -7.0854 5.6843 0.519 -0.227 0.001 0.00
Br 1.3188 4.5074 3.5885 0.076 0.317 -0.345 0.14
Br -1.4038 -0.0622 -3.8621 -2.049 -0.541 -0.259 0.19
Br -4.8800 -0.9634 4.2867 -5.354 -3.194 1.659 0.14
Br 2.4130 -1.3688 -7.6144 -0.503 0.019 -0.136 -0.02
Br 0.4101 6.1325 0.9583 0.267 -0.114 0.333 -0.04
Br -2.2224 -1.6049 11.4533 0.045 0.357 -0.319 -0.01
Br -2.8860 0.1581 -6.7150 -0.381 -0.218 0.791 -0.03
Br 4.2192 -4.5372 -8.8355 0.236 -0.018 0.383 -0.04
Br -2.1984 -7.3496 7.2730 -0.248 0.059 -0.460 0.00
Br -7.1009 -2.3632 2.4178 0.287 0.065 0.402 -0.07
Br 3.9423 -4.4939 -5.6252 0.257 0.043 -0.334 0.13
Br -0.0211 8.3945 5.1078 -0.240 -0.226 0.274 -0.01
Br -2.2999 6.1689 5.5960 0.374 0.337 0.184 0.02
Br 2.7370 12.5179 -5.7526 -0.243 0.031 -0.436 0.00
Br -1.7305 8.4110 7.8395 0.187 -0.247 -0.410 -0.03
Br -0.2787 0.0044 -8.7340 0.680 -0.534 -0.286 -0.05
Br -1.0168 -11.4395 -2.7729 -0.187 0.252 0.360 -0.03
Br -0.8888 -10.7830 0.3794 -0.242 0.056 -0.417 -0.01
Br 6.3993 -2.9727 -7.0512 -0.388 -0.333 -0.010 -0.02
Br -3.9624 -1.9159 -4.4958 0.240 0.137 -0.198 -0.06
Br 1.9364 1.1946 6.8753 0.141 0.453 0.013 0.02
Br -3.9207 -12.1121 3.2036 -0.178 0.263 0.368 0.00
Br 3.9343 3.6994 6.5302 -0.408 -0.214 0.172 0.02
Br -1.0387 -7.5833 -4.1549 0.013 0.407 -0.226 -0.03
Br -0.3031 -3.0892 -7.8320 0.214 0.397 -0.087 0.01
Br -0.0541 12.7821 -7.3414 0.491 -0.040 -0.013 -0.01
Br 3.5393 5.6275 1.5393 -0.514 -0.002 0.136 0.00
Br -0.6458 -4.4306 -3.6164 -0.095 -0.270 -0.341 0.07
O -1.0776 2.7604 -0.5857 7.008 -3.661 2.615 -0.53
O -4.2393 0.5244 1.1208 5.028 -2.542 1.202 -0.04
O -3.8188 0.4998 3.4854 6.850 4.892 -9.859 -0.53
O -4.9705 1.6184 1.3085 0.201 6.559 -0.297 -0.12
O -1.8193 0.7091 2.1358 -4.776 -1.689 -1.788 0.00
N 1.3416 2.9732 -0.8238 -2.471 -0.604 -2.047 -0.14
N -3.4418 3.9404 1.3151 -5.794 -10.055 -1.727 -0.40
C 1.2390 2.6804 -2.3360 -0.081 -1.792 -3.272 0.65
C 1.1656 3.8290 -3.5037 -0.146 -4.608 -0.823 -0.62
C -4.0912 2.8229 1.1394 2.958 6.785 2.246 0.56
C -2.4079 -1.0083 -5.2335 -0.163 -0.169 0.108 0.17
C 0.9605 1.6725 -5.4528 0.752 1.069 3.733 0.00
C -1.2800 0.1406 0.8908 2.241 -0.354 -2.415 -0.21
C 2.3457 6.8167 -7.8083 0.028 0.151 -0.165 -0.40
C 7.0384 6.0657 4.4313 0.096 -0.013 0.203 -0.29
C 5.1659 -4.4745 -7.1373 0.103 -0.188 0.026 -0.43
C -0.9660 7.3177 6.4237 0.063 -0.238 0.111 0.12
C 1.1865 1.0536 -2.7118 0.059 2.244 -3.344 -0.37
C 1.0440 3.2897 -5.0819 -0.392 -3.854 3.068 -0.54
C 1.0398 0.5337 -4.2732 1.407 4.792 1.418 -0.44
C -3.2792 0.5599 2.2360 -0.434 -0.071 7.083 0.33
C 1.8825 12.9300 -7.4509 0.077 0.235 -0.072 -0.34
C 5.3378 -5.7376 -1.6940 0.124 -0.060 0.182 -0.36
C 1.7804 5.9089 2.3209 0.101 0.182 0.086 -0.29
C -2.1514 -0.2103 10.0991 -0.105 -0.062 -0.137 -0.29
C 2.4670 2.9381 7.5557 0.211 0.015 0.230 -0.41
C -1.2495 -1.6936 5.0706 -0.129 0.237 -0.031 -0.11
C -3.0529 -6.9375 5.5748 0.063 0.277 0.044 0.02
C -4.6472 -11.0435 4.6577 0.028 0.196 -0.031 0.08
C 0.1185 2.2236 -0.2564 -5.714 2.581 -2.042 0.22
C -0.8260 -5.8254 -4.9603 0.230 -0.005 -0.089 -0.29
C -6.4249 -2.1440 4.2286 -0.215 -0.194 0.951 -0.39
C -1.7434 -10.3709 -1.3188 -0.007 0.232 -0.011 -0.15
C 0.2143 0.8523 0.6512 -0.373 0.692 1.058 -0.54
C 0.7509 -1.6396 -8.5882 0.246 0.018 -0.329 -0.33
H 5.7062 -5.8910 -0.6743 -0.182 0.077 -0.476 0.34
H 0.1099 -5.8451 -5.5283 -0.400 0.012 0.246 0.32
H 0.9831 -0.6292 -4.4675 0.596 2.879 0.240 0.51
H 1.7141 6.4872 -8.6399 0.293 0.131 0.394 0.38
H -0.2247 6.6614 6.8915 -0.295 0.338 -0.248 -0.15
H -1.7470 -1.7827 -5.6366 -0.261 0.289 0.152 -0.18
H 1.2506 0.2243 -1.8830 -0.068 2.018 -1.750 0.17
H -1.5150 -9.3244 -1.5461 -0.099 -0.462 0.120 0.16
H 7.4068 5.9123 5.4510 -0.174 0.074 -0.475 0.36
H -2.8245 -5.8910 5.3475 -0.112 -0.428 0.082 -0.02
H -7.2179 -1.6618 4.8097 0.232 -0.297 -0.310 0.36
H 0.9791 4.0396 -5.9822 -0.672 -2.410 2.498 0.38
H 2.8354 2.7847 8.5754 -0.208 0.071 -0.456 0.36
H -1.4616 -0.6195 5.0887 0.066 -0.419 -0.039 0.29
H 5.7680 -5.3869 -7.0730 -0.284 0.423 -0.028 0.39
H 0.8572 1.2867 -6.5611 0.253 1.138 2.528 0.00
H 1.0446 3.9914 -0.7670 0.414 -1.474 0.192 0.21
H 2.1109 13.9765 -7.6781 -0.113 -0.492 0.112 0.34
H 0.5620 1.1996 1.7372 -0.553 -0.624 -2.332 0.23
H -1.9223 0.3461 -0.0674 0.926 -0.131 2.123 0.36
H -2.7830 -0.5397 9.2674 0.287 0.146 0.344 0.26
H 1.8271 6.8467 2.8842 -0.059 -0.427 -0.219 0.27
H -4.4188 -9.9969 4.4305 -0.098 -0.453 0.107 -0.08
H -1.0850 -1.0324 0.9407 -0.636 2.535 0.445 0.22
H 1.0218 -1.9386 -9.6061 -0.127 0.115 0.467 0.38
H 1.2043 4.9684 -3.2358 -0.091 -2.515 -0.603 0.27
H 1.0109 0.0761 0.2795 -1.624 1.702 0.520 0.35
```
Forces are in eV/Å.

HOMO energy: -8.090 eV
Energy relative to the best compared isomer or geometry (same formula, charge and spin): 12.2740 eV
DFT total energy: -3614830.57715 eV


Entry 2:
This record from OMol25 describes a molecular structure, C28H27ClN8O4Pd. The level of theory is the ωB97M-V functional and the def2-TZVPD basis.

The geometry in XYZ format:
```
69
Properties=species:S:1:pos:R:3:forces:R:3:nbo_charge:R:1
Pd -0.4069 -1.9866 -0.4556 0.048 0.006 -0.031 1.26
Cl -0.5932 -3.6898 -2.5183 -0.522 0.143 0.101 2.51
O -0.2115 -2.2075 -2.4798 0.020 0.126 0.284 -0.76
O -0.4681 -4.0276 -1.0548 0.109 0.031 -0.125 -0.80
O -1.9439 -3.7785 -2.9029 0.129 -0.209 -0.187 -0.73
O 0.3139 -4.3989 -3.3002 0.082 -0.044 0.061 -0.66
N -2.6465 -2.3160 -0.2390 0.044 -0.104 -0.092 -0.57
N -0.5242 -0.0115 -0.4135 0.035 0.160 -0.006 -0.52
N -0.6096 -2.0950 1.5744 0.147 0.032 0.081 -0.37
N -1.0376 -2.4093 4.2898 0.001 0.009 -0.063 -0.29
N 0.2396 2.1524 -0.7292 -0.024 -0.002 -0.002 -0.59
N -4.7085 -2.8077 0.1252 -0.008 0.002 0.031 -0.31
N -4.1445 -2.8374 1.3430 -0.003 -0.004 -0.021 -0.19
N 1.7673 0.4920 -0.4227 -0.001 -0.022 -0.030 -0.60
C -2.8990 -2.5409 1.0769 -0.030 0.009 -0.046 0.25
C -3.5841 0.8006 -2.3268 0.032 -0.012 0.007 -0.21
C 2.3223 -0.7897 -0.3308 0.051 -0.008 0.009 0.14
C 0.8064 3.7960 1.5656 -0.013 0.008 0.011 -0.63
C 0.1518 -2.0694 3.8071 0.018 0.003 0.041 0.02
C 1.5685 3.9385 0.2783 0.043 0.013 -0.017 -0.04
C 1.5994 -1.9660 -0.3418 -0.036 -0.016 0.029 -0.03
C -2.0166 -2.5833 3.4181 0.007 -0.011 0.043 0.06
C 0.3851 -1.9129 2.4501 0.003 -0.009 -0.043 0.03
C 2.1940 -3.2096 -0.2169 -0.061 -0.012 0.013 -0.29
C 2.9861 4.2050 -2.1396 -0.001 0.005 0.000 -0.20
C 4.3217 -2.1015 -0.0954 -0.004 -0.004 0.002 -0.18
C 0.4827 0.8518 -0.5281 -0.065 -0.062 -0.023 0.67
C -1.8240 -2.4186 2.0497 -0.027 0.052 0.008 0.14
C -2.2997 0.3981 -2.0144 -0.029 0.015 -0.050 -0.21
C 3.2875 5.0114 -1.0506 -0.001 -0.007 -0.010 -0.17
C 4.5471 0.4027 -0.2128 -0.011 0.007 0.005 -0.66
C 1.9717 3.2677 -2.0309 -0.015 0.015 -0.010 -0.23
C -2.6660 0.9330 0.3369 -0.018 0.004 0.004 0.07
C -4.4169 1.2624 -1.3117 -0.018 0.010 0.009 -0.17
C -3.8181 -2.5008 -0.8193 0.043 0.049 -0.028 0.25
C 3.7250 -0.8580 -0.2096 -0.026 0.018 0.000 -0.01
C 2.5843 4.8799 0.1375 -0.002 -0.004 0.024 -0.18
C -1.8534 0.4528 -0.6937 0.068 -0.052 0.052 0.03
C 3.5725 -3.2679 -0.0933 0.024 -0.016 0.005 -0.16
C -2.2053 1.0532 1.7641 0.017 -0.027 0.007 -0.67
C -3.9572 1.3353 -0.0068 -0.005 -0.018 -0.005 -0.22
C 1.2813 3.1434 -0.8310 0.001 -0.010 0.036 0.13
H -2.9958 -2.8591 3.7905 -0.004 0.008 -0.007 0.25
H -3.9314 0.7695 -3.3506 0.002 -0.001 -0.002 0.24
H 4.2778 1.0696 0.6113 -0.004 -0.005 0.000 0.23
H 1.3618 -1.6604 2.0664 -0.008 0.003 -0.008 0.25
H 5.6021 0.1653 -0.1043 0.001 -0.004 -0.006 0.26
H -0.2355 4.1040 1.4486 0.003 -0.010 -0.009 0.23
H -1.6294 0.0349 -2.7842 0.000 -0.002 -0.005 0.24
H 4.0545 -4.2315 -0.0027 0.001 0.002 0.000 0.25
H -5.4223 1.5882 -1.5440 0.001 0.001 0.002 0.24
H 1.2453 4.4187 2.3417 0.003 -0.003 0.000 0.25
H 0.9578 -1.9207 4.5143 -0.002 -0.002 -0.003 0.24
H 4.4347 0.9563 -1.1498 0.003 0.000 0.000 0.23
H -5.6909 -3.0180 0.0188 -0.001 0.002 0.005 0.45
H 4.0713 5.7527 -1.1285 0.000 0.000 -0.001 0.24
H 1.6208 -4.1239 -0.2169 -0.005 0.016 -0.003 0.26
H 1.7002 2.6435 -2.8740 -0.005 -0.007 0.010 0.23
H -2.7329 0.3426 2.4042 -0.008 -0.021 0.008 0.23
H -0.7263 2.4465 -0.7297 -0.001 -0.009 -0.047 0.43
H 2.4239 1.2582 -0.5063 -0.001 -0.004 -0.003 0.46
H -4.0401 -2.4251 -1.8706 0.008 -0.011 0.001 0.26
H 0.8076 2.7632 1.9218 -0.003 -0.006 0.005 0.21
H 3.5245 4.3153 -3.0707 0.000 0.000 0.000 0.24
H 5.3986 -2.1562 -0.0057 -0.001 -0.004 0.000 0.24
H -4.6071 1.7242 0.7679 0.000 -0.002 0.001 0.23
H -2.4337 2.0451 2.1541 0.008 0.005 -0.004 0.25
H -1.1349 0.8858 1.8739 0.007 -0.012 -0.006 0.21
H 2.8260 5.5195 0.9769 0.001 0.001 -0.002 0.23
```
Forces are in eV/Å.

Net charge: +2
HOMO energy: -14.345 eV
Energy relative to the best compared isomer or geometry (same formula, charge and spin): 0.0000 eV
DFT total energy: -65565.14072 eV


Entry 3:
This record from OMol25 describes a molecular structure, C28H27CrN3O2S2Te. The level of theory is the ωB97M-V functional and the def2-TZVPD basis.

The geometry in XYZ format:
```
64
Properties=species:S:1:pos:R:3:forces:R:3:lowdin_spin:R:1
Te -0.1202 -3.8318 0.7293 0.102 -0.056 0.170 0.03
Cr 0.4574 0.5011 0.5809 0.002 0.432 0.283 2.94
S 2.4920 1.5654 -0.0315 -0.079 -0.010 -0.194 0.00
S 1.6821 -0.8345 2.0504 -0.121 0.007 0.062 -0.01
O -2.9782 -1.3863 -0.0566 0.009 -0.020 -0.030 0.01
O -1.3399 -0.1965 0.8870 0.118 -0.037 0.035 0.02
N 0.2714 1.8428 2.2780 -0.001 0.001 -0.134 -0.01
N 0.3420 -0.7680 -0.9857 0.306 -0.135 -0.038 -0.02
N -0.4600 2.2401 -0.5284 0.057 -0.036 -0.054 0.00
C -0.9521 -6.3610 -0.8093 -0.040 0.031 -0.082 0.00
C 1.4175 1.6802 3.1734 -0.098 0.022 -0.020 0.00
C -3.1201 -6.8630 -1.7360 -0.009 -0.004 -0.007 0.00
C -1.8081 -1.0668 0.0370 0.031 -0.085 0.080 0.01
C -1.1785 -2.1989 -2.1466 -0.026 -0.068 0.291 0.00
C 0.1963 3.2030 1.6987 0.013 -0.029 0.016 0.00
C 0.0295 3.5722 -2.5607 0.071 0.037 0.012 0.00
C 0.9105 4.1100 -3.4847 -0.011 -0.014 0.020 0.00
C 1.2469 -0.9566 -1.9677 0.028 0.043 0.119 0.01
C -0.7660 3.2453 0.5286 -0.030 -0.011 -0.039 0.00
C 0.4885 2.7920 -1.5041 -0.087 -0.027 0.079 0.00
C 2.2703 3.8658 -3.3437 -0.020 0.002 -0.007 0.00
C -3.5761 -5.6320 -1.2840 -0.023 0.043 0.013 0.00
C 3.1139 0.2822 4.1049 0.009 -0.026 -0.018 0.00
C 1.7547 2.6845 4.0695 0.064 -0.018 -0.023 0.00
C -1.8015 -7.2224 -1.4903 0.032 -0.015 -0.014 0.00
C -1.7360 1.8489 -1.1725 0.102 0.004 -0.041 0.00
C -0.2863 -2.3344 -3.1666 0.162 -0.027 -0.116 0.00
C 2.7839 2.4990 4.9787 -0.010 -0.033 -0.016 0.00
C -0.9542 1.5356 3.0573 0.085 -0.040 0.020 0.00
C -2.7308 -4.7737 -0.5918 -0.005 -0.100 0.023 0.00
C -0.7793 -1.5175 -0.9766 -0.431 0.345 -0.504 0.01
C 2.0888 0.4558 3.1675 0.048 -0.039 -0.028 0.00
C 3.4574 1.2834 4.9935 -0.001 0.040 0.021 0.00
C 2.7280 3.0993 -2.2897 0.061 0.016 0.015 0.00
C -1.3983 -5.1206 -0.3432 -0.018 -0.004 0.001 0.00
C 0.9916 -1.7519 -3.0511 -0.120 -0.047 -0.015 -0.01
C 1.8554 2.5469 -1.3435 0.037 -0.054 0.081 0.00
H -2.3305 1.2936 -0.4540 -0.034 0.031 -0.015 0.00
H 1.2165 3.6235 4.0596 -0.011 0.012 0.009 0.00
H -3.1081 -3.8266 -0.2264 -0.004 0.034 -0.008 0.00
H -0.1528 3.9221 2.4491 0.003 0.020 -0.018 0.00
H -1.0277 3.7657 -2.6727 -0.018 -0.003 -0.017 0.00
H -4.6048 -5.3369 -1.4611 -0.001 -0.001 -0.003 0.00
H -2.1657 -2.6324 -2.1648 -0.034 -0.024 -0.023 0.00
H 4.2608 1.1180 5.7005 0.011 -0.005 0.003 0.00
H -1.0340 2.2403 3.8910 -0.038 -0.023 0.011 0.00
H -1.8310 1.5820 2.4197 -0.018 0.002 0.010 0.00
H -0.8772 0.5160 3.4285 -0.004 0.009 0.014 0.00
H -1.5205 1.2142 -2.0307 -0.025 -0.010 0.016 0.00
H -0.5551 -2.8885 -4.0574 0.001 -0.001 0.004 0.00
H 3.6454 -0.6605 4.1123 0.006 -0.012 -0.010 0.00
H -2.3005 2.7259 -1.4998 -0.013 -0.015 -0.022 0.00
H 1.7410 -1.8648 -3.8209 -0.004 -0.016 -0.012 0.00
H 2.9741 4.2658 -4.0629 0.007 0.007 -0.001 0.00
H 1.2003 3.4837 1.3826 -0.018 -0.024 0.002 0.00
H -1.7845 3.0530 0.8669 0.027 -0.043 0.053 0.00
H 0.0777 -6.6483 -0.6379 0.017 -0.002 0.021 0.00
H 3.7862 2.8973 -2.1812 0.002 0.001 0.006 0.00
H 0.5350 4.7037 -4.3077 0.001 0.005 -0.005 0.00
H -1.4284 -8.1805 -1.8356 0.004 -0.005 -0.001 0.00
H -0.7503 4.2499 0.0922 -0.054 -0.020 0.014 0.00
H 3.0510 3.2895 5.6673 0.006 0.009 0.007 0.00
H 2.1742 -0.4096 -1.8580 -0.012 -0.004 0.007 0.00
H -3.7832 -7.5337 -2.2692 -0.004 -0.007 -0.006 0.00
```
Forces are in eV/Å.

Multiplicity: 4
Net charge: -1
HOMO energy (spin up / spin down): -3.141 / -3.110 eV
Energy relative to the best compared isomer or geometry (same formula, charge and spin): 0.7738 eV
DFT total energy: -95429.74954 eV